Record 1
Entry from the OMol25 dataset: 8 unconnected molecules or ions with the total composition C23H56N8O10P (wB97M-V/def2-TZVPD).

Computed properties:
charge: +1
spin multiplicity: 1
LUMO: -5.285 eV
E_HOMO: -11.02 eV

The geometry in XYZ format:
```
98
Properties=species:S:1:pos:R:3:mulliken_charge:R:1
O 1.712 1.386 1.830 0.039
N 2.551 1.756 1.209 0.493
O 2.060 2.759 -0.079 -0.502
P 0.889 3.776 0.006 0.474
C -0.411 3.506 -1.157 -0.386
C -0.841 2.022 -1.338 -0.359
O -2.221 1.840 -1.245 -0.453
H 1.425 5.043 -0.217 0.034
H 0.400 3.816 1.314 0.163
H -0.086 3.954 -2.097 0.385
H -1.268 4.088 -0.798 0.420
H -0.303 1.361 -0.644 0.069
H -0.568 1.716 -2.345 0.305
H -2.549 2.090 -0.374 0.265
C -0.305 -2.978 1.735 -0.583
C 0.430 -3.485 2.955 0.336
O 0.181 -4.557 3.468 -0.646
N 1.381 -2.659 3.492 -0.093
C 1.737 -1.342 3.025 -0.631
H -1.050 -3.716 1.456 0.332
H -0.793 -2.030 1.965 -0.023
H 0.379 -2.830 0.896 0.461
H 1.838 -3.029 4.310 0.236
H 2.795 -1.274 2.754 0.327
H 1.526 -0.585 3.785 0.305
H 1.132 -1.111 2.154 0.048
C 4.620 6.613 0.925 -1.067
C 3.674 7.468 0.122 0.760
O 2.500 7.611 0.451 -0.691
N 4.151 8.082 -0.988 -0.162
C 5.497 8.039 -1.524 -0.791
H 4.090 6.220 1.786 0.078
H 5.001 5.784 0.325 0.377
H 5.472 7.191 1.283 0.447
H 3.467 8.644 -1.470 0.242
H 5.939 9.035 -1.553 0.284
H 5.504 7.634 -2.536 0.276
H 6.123 7.409 -0.900 0.306
C -2.557 -1.880 4.545 -1.444
C -2.685 -0.657 3.671 0.807
O -1.753 -0.318 2.919 -0.645
N -3.823 0.035 3.707 -0.071
C -5.013 -0.236 4.486 -0.973
H -1.578 -2.325 4.391 0.151
H -2.664 -1.621 5.599 0.437
H -3.320 -2.618 4.298 0.386
H -3.868 0.802 3.053 0.294
H -5.859 -0.407 3.820 0.293
H -5.250 0.606 5.137 0.321
H -4.869 -1.117 5.103 0.366
C 2.309 4.196 4.407 -0.923
C 3.694 4.786 4.574 0.739
O 4.365 5.100 3.602 -0.663
N 4.155 4.950 5.833 -0.178
C 3.496 4.638 7.086 -0.843
H 2.109 4.161 3.338 -0.152
H 2.264 3.188 4.824 0.420
H 1.550 4.812 4.889 0.410
H 5.081 5.348 5.874 0.251
H 3.375 5.533 7.696 0.292
H 4.071 3.908 7.657 0.287
H 2.511 4.221 6.898 0.319
C -5.258 -0.725 -1.019 -1.458
C -4.428 -0.405 0.201 0.900
O -4.834 0.357 1.074 -0.656
N -3.216 -0.997 0.306 0.286
C -2.609 -1.928 -0.627 -0.795
H -6.190 -0.173 -0.945 0.349
H -4.735 -0.443 -1.934 0.350
H -5.477 -1.792 -1.074 0.375
H -2.698 -0.750 1.141 -0.051
H -2.432 -2.884 -0.133 0.138
H -1.661 -1.536 -0.996 0.170
H -3.253 -2.085 -1.483 0.420
C -3.205 -2.267 -5.818 -1.438
C -2.282 -2.088 -4.635 0.805
O -2.580 -1.360 -3.695 -0.563
N -1.111 -2.767 -4.650 -0.083
C -0.608 -3.665 -5.675 -0.910
H -4.089 -1.661 -5.645 0.276
H -2.726 -1.948 -6.744 0.406
H -3.501 -3.310 -5.933 0.405
H -0.539 -2.611 -3.835 0.207
H -0.438 -4.660 -5.264 0.268
H 0.337 -3.294 -6.072 0.277
H -1.312 -3.755 -6.494 0.346
C 1.745 -7.606 -6.634 -1.372
C 0.236 -7.496 -6.622 0.845
O -0.369 -6.841 -7.453 -0.638
N -0.430 -8.160 -5.639 -0.174
C 0.118 -8.978 -4.577 -0.814
H 2.110 -7.028 -7.478 0.304
H 2.179 -7.211 -5.714 0.371
H 2.066 -8.642 -6.746 0.405
H -1.432 -8.056 -5.691 0.224
H -0.250 -10.003 -4.640 0.286
H -0.148 -8.581 -3.596 0.274
H 1.200 -9.003 -4.650 0.310
```

=====

Record 2
Entry from the OMol25 dataset: C5H10O2 in the gas phase (wB97M-V/def2-TZVPD).

Computed properties:
charge: 0
spin multiplicity: 1
LUMO: 0.838 eV
E_HOMO: -8.65 eV

The geometry in XYZ format:
```
17
Properties=species:S:1:pos:R:3:mulliken_charge:R:1
C -1.637 -0.505 -0.448 -1.047
C -0.959 0.339 0.628 -0.612
C 1.665 -0.928 0.773 -0.671
O 1.525 -2.127 0.237 -0.300
C 1.390 0.074 -0.315 -0.281
C 0.313 1.054 0.157 0.133
O 0.061 1.919 -0.941 -0.571
H -1.870 0.103 -1.328 0.258
H -2.570 -0.936 -0.072 0.371
H -0.994 -1.331 -0.771 0.253
H -1.663 1.094 1.010 0.392
H -0.687 -0.284 1.491 0.338
H 1.687 -2.780 0.935 0.433
H 2.318 0.642 -0.467 0.390
H 1.100 -0.375 -1.275 0.298
H 0.718 1.623 1.008 0.273
H -0.631 2.538 -0.673 0.343
```

=====

Record 3
Entry from the OMol25 dataset: C20H21ClN2O3 in the gas phase at a distorted geometry (wB97M-V/def2-TZVPD).

Computed properties:
charge: 0
spin multiplicity: 1
LUMO: -0.332 eV
E_HOMO: -8.10 eV
SMILES string: COc1ccccc1NC(=O)N1CCC(C(=O)c2ccc(Cl)cc2)CC1

The geometry in XYZ format:
```
47
Properties=species:S:1:pos:R:3:mulliken_charge:R:1
C 7.282 1.041 1.183 -0.811
H 7.619 2.094 1.130 0.283
O 6.142 1.040 0.432 -0.361
C 5.507 -0.328 0.218 0.414
C 6.049 -1.666 0.498 -0.404
C 5.345 -2.783 0.419 -0.411
C 4.128 -2.845 -0.177 -0.765
C 3.618 -1.509 -0.885 -0.818
C 4.176 -0.287 -0.552 0.559
N 3.733 0.866 -0.859 -0.180
C 2.371 1.370 -1.340 0.229
O 2.171 2.019 -2.405 -0.595
N 1.411 0.385 -0.838 0.103
C 1.458 0.155 0.671 -0.373
H 1.507 -1.045 0.512 0.176
C 0.117 0.464 1.522 -2.030
H 0.152 1.423 1.443 0.718
H 0.236 0.125 2.518 0.538
C -0.979 0.018 0.706 0.739
C -2.304 0.875 1.137 0.264
O -2.192 1.932 1.395 -0.408
C -3.736 0.416 0.782 0.192
C -4.654 1.374 0.591 -0.595
C -5.990 0.936 0.352 -0.711
C -6.193 -0.280 -0.328 0.321
C -5.102 -1.380 -0.002 -0.473
C -3.896 -1.202 0.358 -0.823
H -3.106 -1.613 0.403 0.800
H -5.488 -2.475 -0.083 0.228
Cl -7.750 -0.975 -0.460 -0.183
H -6.704 1.729 0.056 0.302
H -4.449 2.267 0.622 0.847
H -1.272 -1.019 1.245 0.154
C -0.909 -0.401 -0.771 -1.361
H -1.875 -0.266 -1.268 0.570
C 0.107 0.988 -1.245 -0.972
H 0.179 0.735 -2.542 0.314
H -0.306 1.808 -0.768 0.506
H -0.486 -1.217 -0.935 0.700
H 2.210 0.595 1.223 0.534
H 4.465 1.529 -0.943 0.263
H 2.600 -1.468 -1.117 0.798
H 3.648 -3.700 -0.557 0.432
H 5.807 -3.758 0.724 0.284
H 6.850 -1.432 1.122 0.394
H 8.167 0.451 0.524 0.284
H 7.273 0.537 2.161 0.327
```

=====

E_HOMO of number 1 (C23H56N8O10P)?
-11.02 eV

=====

Which of these has the lowest E_HOMO?
C23H56N8O10P

=====

Which value of LUMO does entry 3 give?
-0.332 eV